No. 1
Formula: C37H75BBr3Cl2F4LiN5O12S
Source: OMol25
Level of theory: ωB97M-V with the def2-TZVPD basis set

## Properties
E_tot = -12103.33134 Ha
Charge = -1

```
141
Properties=species:S:1:pos:R:3:forces:R:3
C -0.316181 0.713344 1.778794 0.82 1.17 -1.04
C 0.934336 0.469468 0.759876 -0.34 -0.66 2.46
O 1.469616 1.776898 0.393712 -0.88 -0.95 -2.30
C 1.485875 1.939653 -1.028911 1.97 1.24 -0.41
C 1.892967 3.498375 -1.301750 0.68 0.03 1.06
C 3.466736 3.772945 -1.207451 1.87 0.02 0.09
C 4.163169 4.439848 -2.513689 -1.15 -0.44 -0.23
N 4.253969 3.489835 -0.203378 -2.81 0.07 -2.26
C 2.538246 0.906561 -1.661148 -1.20 -0.35 -0.76
C 2.924722 1.194194 -3.179232 1.83 0.27 -3.09
C 2.098831 2.006072 -4.197958 2.63 -0.91 -1.36
C 2.566551 2.286880 -5.672681 2.06 -2.03 2.54
C 3.914631 1.730340 -6.177053 -1.55 -0.62 3.72
C 4.748472 0.868108 -5.172305 -2.90 1.46 0.80
C 4.280065 0.594759 -3.704149 -1.03 1.67 -2.23
C 5.256814 -0.304436 -2.810392 -0.34 -0.29 -0.44
O 0.216958 1.703307 -1.669413 -0.04 0.87 1.41
C -0.797471 2.606793 -1.187940 -1.64 -0.54 -0.73
C -1.222852 3.625202 -2.385024 -1.29 -0.68 0.27
C -1.791344 5.032136 -1.845728 0.91 -1.12 -0.56
O -0.872924 6.065128 -2.358529 -0.43 -0.70 1.22
C -2.124335 1.700135 -0.900540 0.11 1.34 0.51
N -2.144488 0.511267 -1.794896 -2.24 -0.77 0.71
C -2.176470 -0.728540 -0.940047 1.14 3.12 -1.62
C -1.728709 -2.081208 -1.788037 3.02 1.57 -3.44
N -0.519332 -2.087792 -2.304530 -2.86 0.35 1.29
C -3.357576 0.449835 -2.657082 -0.30 -0.25 -1.72
C -3.034510 -0.019180 -4.187014 -1.23 0.14 -0.14
N -3.450749 -1.458439 -4.400821 0.79 0.52 -0.45
H -0.647347 1.807016 1.594821 0.52 -1.72 0.57
H -1.225468 0.065919 1.539638 1.28 0.50 0.81
H -0.004804 0.677127 2.878361 -0.86 -0.06 -1.61
H 1.751611 -0.043889 1.397976 -1.19 0.65 -1.32
H 0.659244 -0.199238 -0.123080 0.47 1.07 0.97
H 1.535709 3.872543 -2.316205 0.39 -0.68 1.41
H 1.388433 4.088768 -0.452776 0.75 -0.72 -1.20
H 5.138657 3.905769 -2.795716 -1.35 0.99 0.78
H 3.456144 4.287013 -3.419840 1.07 0.27 1.33
H 4.295601 5.571741 -2.378423 0.06 -1.75 0.03
H 3.659819 3.086170 0.542433 0.50 0.31 0.07
H 2.029956 -0.134979 -1.652312 0.83 1.58 -0.02
H 3.419483 0.832289 -0.945396 -1.02 0.42 -1.27
H 1.110706 2.476300 -3.891239 1.46 -0.90 -0.24
H 1.891126 2.935933 -6.346896 1.26 -1.12 1.04
H 4.258644 1.964015 -7.244169 -0.44 -0.53 1.88
H 5.750492 0.432819 -5.524170 -1.74 0.74 0.67
H 6.354685 0.014241 -2.908719 -1.73 -0.25 0.04
H 5.194396 -1.398857 -3.181086 0.01 1.72 0.53
H 4.990738 -0.311682 -1.703030 0.29 0.18 -1.59
H -0.554193 3.144110 -0.212717 0.08 -0.67 -1.39
H -2.101396 3.112308 -2.942120 1.40 0.58 0.66
H -0.398922 3.763245 -3.161120 -0.84 0.02 1.34
H -2.840507 5.199476 -2.259336 1.50 0.17 0.61
H -1.805440 4.988791 -0.706311 -0.09 0.38 -1.46
H -0.109729 6.048921 -1.731296 -0.63 0.09 -0.76
H -2.204514 1.387441 0.196487 0.43 0.51 -1.42
H -3.012695 2.420903 -1.085996 1.15 -1.33 0.20
H -3.199145 -0.860164 -0.385099 1.68 1.72 -2.00
H -1.399507 -0.600176 -0.110085 -1.10 -0.06 -1.39
H -2.380886 -3.013204 -1.924009 1.00 1.95 -1.08
H -0.038460 -1.195226 -2.085044 -0.28 -0.37 -0.14
H -4.131953 -0.330063 -2.278619 1.04 1.03 -0.46
H -3.930593 1.433179 -2.754176 1.08 -1.03 0.46
H -1.946794 0.161502 -4.481673 -1.43 -0.16 0.66
H -3.729505 0.593894 -4.882550 1.27 -0.66 1.11
H -4.109090 -1.539792 -5.186414 0.50 0.15 0.53
H -2.626542 -2.019403 -4.655577 -0.54 0.30 0.26
Cl -2.573466 9.673436 0.048164 -0.06 0.04 -0.05
C -1.476089 9.071515 -1.219922 0.15 -0.05 -0.02
C -0.195789 9.878741 -1.300540 0.06 -0.29 0.13
Cl -0.479361 11.530544 -1.904948 -0.04 0.07 -0.04
H -2.017329 9.081295 -2.167778 0.06 0.08 0.12
H -1.245606 8.035118 -0.971378 0.03 0.20 0.01
H 0.499039 9.402068 -1.994635 -0.10 0.02 0.04
H 0.292849 9.952740 -0.327557 -0.13 0.03 -0.11
B 5.592782 6.139265 1.693625 -0.02 -0.21 0.29
F 6.581339 5.804788 0.706926 -0.55 0.29 0.49
F 5.101271 4.939551 2.303635 0.33 0.86 -0.49
F 6.181063 6.982303 2.693511 -0.35 -0.49 -0.74
F 4.503716 6.833653 1.062688 0.60 -0.33 0.17
N -0.752983 4.565380 -5.878341 -0.01 0.06 0.00
H -0.739769 5.106283 -5.002487 0.06 -0.04 0.18
H -0.251580 5.082124 -6.606667 0.00 -0.06 0.11
H -0.296200 3.658368 -5.725942 0.07 0.04 0.10
H -1.721950 4.414655 -6.171553 0.12 0.01 0.08
C -3.103077 -3.447580 1.802616 -0.05 -0.43 0.81
Br -2.561707 -2.328470 3.292115 -0.05 0.75 -0.68
Br -2.573957 -2.678788 0.091522 -2.02 -6.49 7.18
Br -2.469402 -5.274112 1.997896 -0.08 0.01 -0.09
H -4.192757 -3.485274 1.811823 0.19 -0.14 -0.07
C -2.265571 -4.979872 5.840971 0.01 0.24 0.22
O -3.103795 -4.264833 6.731420 -0.14 -0.41 -0.17
C -4.357462 -3.923721 6.147772 0.24 0.34 0.64
C -5.443895 -3.862769 7.216943 -0.02 -0.14 -0.26
O -5.891994 -5.149141 7.652694 0.25 0.05 0.08
C -4.984933 -5.892693 8.469429 -0.37 0.04 0.19
C -4.819112 -5.318375 9.872774 0.54 0.09 -0.30
O -3.959340 -4.186518 9.849940 -0.32 0.18 0.02
C -4.245890 -3.263664 10.884861 0.23 -0.14 -0.20
H -1.977982 -4.349413 4.993448 0.02 -0.25 0.04
H -1.366867 -5.275759 6.384079 -0.07 0.12 0.04
H -2.766400 -5.888029 5.485608 -0.02 0.00 -0.13
H -4.643466 -4.650693 5.380938 -0.02 -0.09 -0.04
H -4.246214 -2.937243 5.684714 -0.24 -0.01 -0.09
H -6.322125 -3.385768 6.772715 -0.01 -0.13 -0.04
H -5.147116 -3.242326 8.063238 0.25 -0.07 -0.07
H -4.027160 -6.029398 7.971737 0.17 0.21 0.10
H -5.434705 -6.885587 8.567063 -0.10 0.10 0.02
H -4.355299 -6.069435 10.524354 -0.19 -0.18 0.03
H -5.801837 -5.052942 10.277255 -0.05 0.00 -0.04
H -5.283859 -2.921540 10.816880 -0.06 -0.02 0.12
H -3.591768 -2.398256 10.761960 0.00 -0.17 -0.04
H -4.059654 -3.716953 11.865046 -0.11 0.09 0.07
C 0.261397 -5.350723 -1.181984 0.36 0.25 0.01
C 1.026723 -6.625845 -0.952573 0.67 0.11 0.02
O 2.243798 -6.639461 -0.946697 -0.58 -0.09 0.00
C 0.228976 -7.883693 -0.730424 0.32 -0.29 0.05
H 0.964415 -4.528088 -1.326960 -0.11 -0.11 -0.02
H -0.357011 -5.444203 -2.077628 -0.14 0.02 0.12
H -0.361965 -5.129635 -0.311015 -0.14 -0.08 -0.14
H -0.390967 -8.090020 -1.605615 -0.16 0.07 0.14
H -0.395804 -7.775226 0.158811 -0.15 0.03 -0.15
H 0.911178 -8.723058 -0.578797 -0.07 0.12 -0.02
O -1.588594 0.860168 4.181954 -0.99 -0.46 -0.38
H -1.194741 0.078192 4.567080 0.33 -0.24 0.53
C 4.485726 -6.721599 -3.222342 0.00 0.06 0.01
S 5.553297 -5.623583 -4.178164 -0.23 0.09 -0.01
O 4.702073 -4.509302 -4.696036 0.19 -0.39 0.06
C 5.828661 -6.773505 -5.543610 -0.03 -0.04 -0.13
H 4.155821 -6.191751 -2.328161 0.05 -0.01 -0.12
H 3.615417 -7.005775 -3.816616 0.05 0.08 -0.03
H 5.047014 -7.610282 -2.928565 0.04 0.06 -0.02
H 4.874245 -7.054223 -5.992972 0.00 0.07 0.07
H 6.345772 -7.660893 -5.174035 -0.01 0.07 0.04
H 6.449606 -6.279139 -6.291650 -0.04 0.04 0.12
Li -4.772100 -0.664149 0.422058 0.10 0.01 0.40
C 1.892511 4.052943 4.612028 -1.13 -0.37 0.85
O 1.403440 4.527034 3.546780 -0.81 -0.07 -0.05
O 3.251898 4.037396 4.576291 0.45 0.16 -0.60
O 1.337949 3.617671 5.640426 0.06 0.30 -0.52
H 3.271964 4.428833 3.678764 1.36 -0.02 0.19
```
Positions in Å, forces in eV/Å.

***

No. 2
Formula: C37H75N3O23SSi
Source: OMol25
Level of theory: ωB97M-V with the def2-TZVPD basis set

## Properties
SMILES string = CC(=O)N(C)[Si@@](CCCCCN)(CCCCS(=O)(=O)O)OC#N.CCOC(=O)OC.CCOC(=O)OC.CCOC(=O)OC.CCOC(=O)OC.CCOC(=O)OC.CCOC(=O)OC
E_tot = -4037.26671 Ha

```
140
Properties=species:S:1:pos:R:3:forces:R:3
C 10.158662 -1.975978 6.256582 -0.14 0.92 -0.25
C 9.765387 -2.723748 4.888604 -0.36 -3.64 1.15
O 9.449117 -3.945315 5.005623 0.66 4.26 -0.72
N 9.741616 -2.100318 3.561157 -0.29 1.33 2.64
C 10.766879 -1.019028 3.401722 1.41 0.22 -0.96
Si 8.102059 -1.615609 3.043132 -0.50 -1.26 -2.49
C 8.063527 -0.087962 1.870748 -0.13 1.27 -0.64
C 7.028160 1.055648 2.327854 0.26 -0.75 0.64
C 6.727614 2.165046 1.212323 -1.52 -0.08 1.23
C 5.927200 3.364647 1.963095 0.74 0.00 0.65
C 4.604023 2.849216 2.704031 0.17 -0.73 0.17
N 3.814486 3.971845 3.348550 0.39 -1.02 0.27
C 7.432167 -3.087620 1.968935 0.41 0.18 0.67
C 6.682217 -4.151082 2.915805 -0.30 -0.58 -1.70
C 5.116967 -4.118506 2.559125 -0.21 -0.71 0.43
C 4.218087 -3.385727 3.691502 -0.99 -1.94 -0.88
S 3.413146 -1.818027 3.053364 1.30 6.19 0.72
O 3.410154 -0.728497 4.116693 -0.55 -3.74 -1.87
O 4.117501 -1.250513 1.850096 -2.05 -2.96 2.07
O 1.772046 -2.114757 2.724084 2.05 -0.04 0.57
O 6.943156 -1.482424 4.368105 2.33 2.87 1.97
C 7.319252 -0.485135 5.269804 -1.10 0.96 0.42
N 7.489662 0.421127 6.031645 -0.39 -3.69 -2.96
H 10.619825 -0.940394 6.092030 -0.67 -1.51 0.20
H 10.849526 -2.590135 6.922668 -0.92 0.57 -1.27
H 9.199511 -1.797159 6.865865 1.30 -0.39 -1.11
H 11.639579 -1.166890 4.129638 -1.42 0.28 -0.97
H 10.364769 0.044786 3.452768 0.56 -1.37 0.22
H 11.225307 -1.158364 2.350546 -0.71 0.33 1.60
H 7.726102 -0.434324 0.819908 0.58 0.19 1.69
H 9.077822 0.409988 1.720707 -1.19 -0.73 0.18
H 7.452396 1.503989 3.306461 -0.69 -0.32 -1.61
H 6.064019 0.510690 2.656968 1.30 1.07 -0.74
H 7.669515 2.541195 0.686347 -1.34 -0.57 0.73
H 5.960156 1.710541 0.481338 1.50 0.61 0.74
H 5.731400 4.252555 1.264437 -0.04 -1.43 0.91
H 6.634154 3.769832 2.783068 -1.00 -0.51 -1.18
H 4.828290 2.110251 3.565361 0.20 0.87 -1.65
H 3.950912 2.253295 1.963798 0.81 1.15 1.03
H 3.040421 3.477566 3.835373 0.54 0.63 -0.44
H 4.400388 4.323863 4.132473 -0.48 -0.22 -0.76
H 6.763305 -2.656658 1.136142 0.86 -0.83 1.37
H 8.354459 -3.567288 1.466693 -1.40 0.80 0.81
H 6.894102 -4.035658 4.027948 -0.35 -0.01 -1.48
H 7.063349 -5.194696 2.619702 -0.57 1.53 0.59
H 4.769502 -5.216410 2.502503 0.30 1.73 0.25
H 4.906776 -3.686435 1.511649 0.46 -0.47 1.79
H 3.337471 -4.104500 3.896133 1.22 1.40 -0.12
H 4.767044 -3.209893 4.672023 -0.78 0.41 -1.48
H 1.252261 -1.602003 3.389617 0.74 -0.29 -0.42
C 1.829519 -1.973205 -1.035088 0.01 0.07 -0.31
C 0.779912 -2.919469 -0.486330 0.61 0.01 0.21
O -0.520660 -2.585182 -0.989222 -0.34 -0.27 -0.34
C -0.782593 -2.993810 -2.239671 0.08 0.25 0.16
O -0.037729 -3.615460 -2.958072 -0.29 0.15 0.22
O -2.014706 -2.567342 -2.563774 0.33 -0.16 0.18
C -2.394433 -2.856311 -3.908879 -0.25 -0.04 -0.44
H 1.547737 -0.934687 -0.845016 0.08 -0.10 0.19
H 2.800802 -2.168547 -0.575717 -0.08 0.07 0.04
H 1.933179 -2.080487 -2.118213 -0.01 -0.13 0.10
H 0.733522 -2.817892 0.599550 -0.30 0.08 -0.18
H 1.023701 -3.963446 -0.701304 -0.14 0.11 -0.20
H -2.270655 -3.915898 -4.140431 0.15 0.15 0.05
H -1.811974 -2.241249 -4.598493 0.04 -0.18 0.02
H -3.448434 -2.599865 -4.021523 0.12 0.07 0.27
C 1.071634 -1.039579 -5.286671 -0.25 0.07 -0.05
C 2.204748 -0.102824 -4.914195 -0.10 -0.60 0.23
O 2.176377 1.081976 -5.720665 -0.10 0.50 0.15
C 1.271033 2.003617 -5.360501 0.07 -0.16 -0.24
O 0.504162 1.923969 -4.431638 0.25 0.06 -0.29
O 1.348635 3.024719 -6.229723 0.07 -0.32 0.33
C 0.372449 4.042520 -6.012324 -0.26 0.39 -0.01
H 1.082685 -1.249130 -6.359308 0.13 -0.05 0.08
H 1.152528 -1.981212 -4.739043 0.01 0.04 -0.03
H 0.099984 -0.592379 -5.060353 0.12 0.00 0.10
H 3.160654 -0.593333 -5.111092 -0.03 0.30 -0.16
H 2.185562 0.150848 -3.850793 -0.12 0.15 -0.14
H 0.390312 4.396772 -4.979790 -0.06 -0.18 -0.07
H -0.619424 3.666747 -6.273419 0.06 0.02 0.17
H 0.610675 4.879928 -6.668762 0.17 -0.25 -0.03
C -6.121532 -0.624089 -2.551701 -0.01 0.11 -0.29
C -7.171891 -1.566734 -1.995546 0.67 0.01 0.16
O -8.475081 -1.225832 -2.486117 -0.35 -0.27 -0.29
C -8.746167 -1.631724 -3.735903 0.11 0.23 0.10
O -8.007072 -2.253803 -4.459117 -0.31 0.15 0.25
O -9.980210 -1.204261 -4.053143 0.32 -0.19 0.18
C -10.363301 -1.494609 -5.396458 -0.21 -0.04 -0.39
H -6.396625 0.415788 -2.357913 0.04 -0.08 0.12
H -5.145992 -0.823856 -2.102775 -0.08 0.00 0.04
H -6.029543 -0.730814 -3.635508 0.00 -0.10 0.11
H -7.208837 -1.467008 -0.908347 -0.30 0.05 -0.14
H -6.934492 -2.610980 -2.215106 -0.15 0.12 -0.15
H -10.238347 -2.554654 -5.625507 0.14 0.15 0.03
H -9.783025 -0.880252 -6.088439 0.03 -0.19 0.03
H -11.417883 -1.239732 -5.505911 0.13 0.07 0.27
C -0.969339 5.535617 1.039110 0.01 -0.01 -0.33
C -0.794201 4.242353 1.812783 0.20 0.56 0.21
O -1.422356 3.149069 1.131075 0.14 -0.37 -0.15
C -0.734369 2.643413 0.094390 -0.14 0.06 -0.11
O 0.345550 3.016953 -0.292838 -0.34 -0.17 0.20
O -1.469014 1.661105 -0.453119 0.20 0.28 0.40
C -0.886936 1.093021 -1.627750 0.01 -0.21 -0.53
H -2.025848 5.713347 0.822278 0.03 0.01 0.18
H -0.574991 6.381269 1.606228 -0.04 -0.07 0.00
H -0.450195 5.493576 0.078427 0.07 -0.03 0.16
H -1.286781 4.331100 2.783831 -0.13 -0.27 -0.18
H 0.260215 4.026184 2.004403 -0.08 -0.06 -0.22
H 0.139525 0.769459 -1.446285 -0.08 0.22 -0.03
H -0.923504 1.814589 -2.445773 0.24 -0.07 0.12
H -1.479000 0.220388 -1.907532 -0.10 0.12 0.28
C -5.055417 -2.093518 4.466566 -0.04 0.10 -0.32
C -6.108881 -3.035752 5.018580 0.61 0.01 0.18
O -7.410531 -2.692000 4.527773 -0.29 -0.25 -0.28
C -7.680932 -3.094321 3.276359 0.04 0.22 0.06
O -6.941622 -3.715429 2.552306 -0.28 0.16 0.25
O -8.913566 -2.664486 2.959018 0.35 -0.20 0.20
C -9.295385 -2.950979 1.614396 -0.23 -0.05 -0.41
H -5.328968 -1.053947 4.663458 0.04 -0.09 0.14
H -4.081521 -2.296908 4.916706 -0.08 0.00 0.02
H -4.962011 -2.197846 3.382800 0.02 -0.11 0.12
H -6.148138 -2.938908 6.105909 -0.32 0.06 -0.14
H -5.873414 -4.079785 4.796062 -0.13 0.12 -0.17
H -9.171925 -4.010614 1.382547 0.15 0.15 0.03
H -8.713382 -2.335580 0.924883 0.02 -0.18 0.02
H -10.349326 -2.695094 1.502480 0.14 0.08 0.27
C -9.075188 5.721687 -4.576479 0.28 0.18 0.03
C -9.147393 4.395051 -3.843692 -0.50 0.37 -0.12
O -7.880451 3.726020 -3.870513 0.29 -0.12 0.34
C -6.968714 4.179609 -2.996018 0.00 0.05 -0.21
O -7.126779 5.074245 -2.201919 0.04 -0.35 -0.23
O -5.837114 3.477613 -3.174622 -0.43 0.11 0.07
C -4.748992 3.919179 -2.362478 0.43 0.04 0.23
H -8.683849 5.581270 -5.587215 -0.16 -0.08 0.03
H -10.062956 6.183125 -4.637928 0.04 -0.07 0.00
H -8.401889 6.416532 -4.068557 -0.14 -0.08 0.06
H -9.859092 3.739168 -4.350181 0.31 -0.15 0.03
H -9.498712 4.519825 -2.816154 0.24 0.02 -0.04
H -5.029768 3.958936 -1.308327 -0.05 0.11 -0.16
H -4.402853 4.896583 -2.705986 -0.11 -0.02 0.15
H -3.934682 3.202637 -2.475841 -0.24 -0.05 -0.16
```
Positions in Å, forces in eV/Å.

***

The records above give, respectively, gap between HOMO and LUMO values of 1.35; 9.08 eV.